w) Molecular formula: C4H31NO10
Method: DFT, wB97M-V/def2-TZVPD

## Properties
spin multiplicity: 1
SMILES: CCNCC.O.O.O.O.O.O.O.O.O.O
HOMO-LUMO gap: 9.23 eV
total charge: 0

Geometry (Å):
C (2.185, 2.164, 2.655)
C (1.683, 0.754, 2.244)
N (1.104, 0.858, 0.901)
C (2.019, 0.204, -0.092)
C (2.189, -1.352, -0.002)
H (2.330, 2.701, 1.717)
H (3.100, 2.142, 3.248)
H (1.487, 2.679, 3.312)
H (2.454, -0.042, 2.370)
H (1.072, 0.240, 2.998)
H (0.144, 0.574, 0.765)
H (1.497, 0.435, -1.040)
H (2.889, 0.853, -0.152)
H (3.126, -1.674, 0.452)
H (1.427, -1.829, 0.612)
H (2.030, -1.744, -1.021)
O (-2.866, -1.120, -2.201)
H (-3.053, -1.627, -3.011)
H (-3.193, -1.487, -1.381)
O (1.067, -3.064, 2.779)
H (1.702, -2.492, 2.342)
H (0.318, -3.260, 2.189)
O (0.418, 3.832, -0.863)
H (0.354, 2.891, -0.656)
H (-0.113, 4.510, -0.435)
O (-3.426, -0.284, 1.124)
H (-3.008, 0.240, 1.828)
H (-4.066, -0.731, 1.691)
O (-0.879, -1.565, 0.793)
H (-0.281, -1.115, 1.375)
H (-1.182, -0.952, 0.116)
O (2.072, -0.174, -3.911)
H (1.491, -0.581, -3.262)
H (2.338, 0.707, -3.638)
O (-0.082, -3.036, -2.135)
H (-0.013, -3.448, -1.270)
H (-0.279, -2.100, -1.924)
O (0.150, 2.085, -3.489)
H (0.168, 1.940, -2.539)
H (0.428, 2.960, -3.751)
O (-2.635, 0.283, 3.623)
H (-2.233, -0.512, 4.004)
H (-1.937, 0.951, 3.716)
O (-1.411, 0.776, -0.915)
H (-2.124, 1.387, -0.740)
H (-1.762, 0.063, -1.478)

natural (NBO) atomic charge list, values in e, 4 entries: -0.62, -0.25, -0.67, -0.23

=====

x) Molecular formula: C4H31NO10
Method: DFT, wB97M-V/def2-TZVPD

## Properties
spin multiplicity: 1
SMILES: CCN(C)C.O.O.O.O.O.O.O.O.O.O
HOMO-LUMO gap: 8.10 eV
total charge: 0

Geometry (Å):
C (1.579, 1.018, 4.256)
C (0.594, 0.257, 3.358)
N (1.369, -0.351, 2.255)
C (2.423, -1.340, 2.529)
C (0.394, -0.950, 1.348)
H (1.209, 1.850, 4.847)
H (1.872, 0.301, 5.031)
H (2.458, 1.234, 3.663)
H (-0.053, 0.968, 2.846)
H (0.015, -0.567, 3.802)
H (3.304, -0.745, 2.762)
H (2.541, -2.064, 1.733)
H (2.163, -1.925, 3.430)
H (-0.222, -1.821, 1.619)
H (-0.346, -0.236, 1.000)
H (0.914, -1.256, 0.440)
O (-1.977, 3.188, -1.150)
H (-2.258, 2.952, -0.268)
H (-1.320, 3.883, -1.039)
O (-3.503, 1.685, 0.919)
H (-4.357, 2.101, 0.797)
H (-3.572, 0.782, 1.261)
O (0.455, -1.127, -4.199)
H (1.306, -1.167, -3.766)
H (-0.126, -0.564, -3.680)
O (-0.515, -4.222, 0.785)
H (-1.287, -4.780, 0.653)
H (-0.507, -3.621, 0.034)
O (1.064, 4.439, -1.900)
H (0.563, 3.620, -1.758)
H (1.736, 4.029, -2.463)
O (2.965, 0.189, -2.324)
H (2.526, 0.644, -3.054)
H (3.498, 0.887, -1.939)
O (2.623, -2.574, -1.563)
H (2.712, -1.884, -0.900)
H (2.276, -2.033, -2.276)
O (-3.146, -1.164, 1.479)
H (-2.572, -1.517, 2.129)
H (-2.459, -0.995, 0.795)
O (-1.819, -0.430, -0.702)
H (-2.584, 0.154, -0.643)
H (-1.480, -0.365, -1.609)
O (-1.431, 0.991, -2.848)
H (-1.985, 1.063, -3.630)
H (-1.616, 1.727, -2.241)

natural (NBO) atomic charge list, values in e, 4 entries: -0.63, -0.21, -0.45, -0.42

=====

Of them, x) has the highest stability.

=====

w) Molecular formula: H5NO2Si
Method: DFT, wB97M-V/def2-TZVPD

## Properties
spin multiplicity: 1
SMILES: N[SiH](O)O
HOMO-LUMO gap: 10.63 eV
total charge: 0

Geometry (Å):
N (1.176, 0.476, -0.539)
Si (-0.191, -0.095, 0.347)
O (-1.525, 0.724, -0.088)
O (-0.254, -1.678, 0.003)
H (1.361, 1.464, -0.449)
H (2.035, -0.025, -0.386)
H (0.020, 0.186, 1.910)
H (-1.567, 1.113, -0.959)
H (-1.057, -2.165, 0.160)

natural (NBO) atomic charge list, values in e, 4 entries: -1.32, 2.01, -1.11, -1.10

=====

x) Molecular formula: H5NO2Si
Method: DFT, wB97M-V/def2-TZVPD

## Properties
spin multiplicity: 1
HOMO-LUMO gap: 8.77 eV
total charge: 0

Geometry (Å):
N (1.746, 0.513, -0.213)
O (-1.376, 0.997, -0.530)
O (-0.842, -1.541, 0.077)
Si (-0.648, 0.012, 0.475)
H (2.271, 0.123, 0.577)
H (2.015, -0.044, -0.976)
H (-1.278, 2.002, -0.466)
H (-0.655, -1.764, -0.821)
H (-1.232, -0.299, 1.876)

natural (NBO) atomic charge list, values in e, 4 entries: -1.17, -1.13, -1.10, 1.89

=====

Of them, w) has the highest stability.

=====

w) Molecular formula: C6H16O
Method: DFT, wB97M-V/def2-TZVPD

## Properties
spin multiplicity: 1
HOMO-LUMO gap (alpha / beta): 7.07 / 7.07 eV
total charge: 0

Geometry (Å):
C (1.311, -0.520, 0.487)
C (-0.222, 0.948, -0.730)
C (2.524, -0.074, -0.236)
C (0.783, -1.859, 0.392)
C (-0.089, 2.255, 0.037)
H (1.030, 0.045, 1.369)
H (0.561, 0.793, -1.466)
H (-1.162, 0.937, -1.303)
H (2.594, -0.515, -1.231)
H (2.609, 1.010, -0.301)
H (0.845, -2.375, 1.358)
H (1.207, -2.456, -0.414)
H (-0.349, -1.721, 0.323)
H (3.392, -0.432, 0.337)
H (0.874, 2.343, 0.548)
H (-0.182, 3.124, -0.621)
H (-0.870, 2.325, 0.796)
C (-2.860, -0.786, 0.115)
O (-1.643, -0.719, 0.776)
H (-0.649, 0.069, -0.002)
H (-3.121, -1.808, -0.213)
H (-2.905, -0.146, -0.789)
H (-3.677, -0.437, 0.767)

natural (NBO) atomic charge list, values in e, 4 entries: 0.23, -0.68, -0.71, -0.78

=====

x) Molecular formula: C6H16O
Method: DFT, wB97M-V/def2-TZVPD

## Properties
spin multiplicity: 1
SMILES: CCCCC.CO
HOMO-LUMO gap: 11.11 eV
total charge: 0

Geometry (Å):
C (-0.090, 1.839, -0.165)
C (-1.477, 1.496, 0.417)
C (-1.856, 0.180, -0.230)
C (-3.290, -0.444, 0.170)
C (-3.398, -1.826, -0.208)
H (0.715, 1.278, 0.284)
H (-0.232, 1.258, -1.230)
H (0.249, 2.860, -0.407)
H (-2.329, 2.228, 0.255)
H (-1.705, 1.372, 1.539)
H (-1.493, 0.057, -1.263)
H (-1.254, -0.435, 0.307)
H (-4.101, 0.286, -0.355)
H (-3.709, -0.288, 1.171)
H (-2.664, -2.234, 0.607)
H (-4.355, -2.234, -0.041)
H (-2.951, -1.907, -1.309)
C (4.664, -0.844, 0.602)
O (4.610, -0.186, -0.625)
H (3.758, -1.369, 0.817)
H (5.387, -1.625, 0.578)
H (4.917, -0.169, 1.462)
H (5.574, -0.001, -0.937)

natural (NBO) atomic charge list, values in e, 4 entries: -0.61, -0.41, -0.39, -0.39

=====

Of them, x) has the highest stability.

=====

w) Molecular formula: C5H14O
Method: DFT, wB97M-V/def2-TZVPD

## Properties
spin multiplicity: 2
HOMO-LUMO gap (alpha / beta): 11.47 / 3.91 eV
total charge: +1

Geometry (Å):
C (-1.048, 1.566, 0.221)
C (-1.301, 0.097, 0.788)
C (-0.175, -0.964, 0.838)
C (1.101, -0.553, -0.106)
C (-0.662, -2.298, 0.276)
H (-0.324, 2.014, 0.892)
H (-0.628, 1.518, -0.834)
H (-2.026, 2.014, 0.361)
H (-1.797, 0.165, 1.884)
H (-2.357, -0.189, 0.207)
H (0.277, -1.086, 1.835)
H (1.588, -1.368, -0.731)
H (2.016, -0.254, 0.415)
H (0.864, 0.240, -0.953)
H (-1.171, -2.709, 1.169)
H (0.226, -2.966, -0.041)
H (-1.449, -2.092, -0.428)
H (1.770, 2.808, -2.003)
H (2.659, 1.875, -1.426)
O (2.435, 2.180, -2.364)

natural (NBO) atomic charge list, values in e, 4 entries: -0.62, -0.33, -0.23, -0.62

=====

x) Molecular formula: C5H14O
Method: DFT, wB97M-V/def2-TZVPD

## Properties
spin multiplicity: 2
HOMO-LUMO gap (alpha / beta): 10.99 / 4.60 eV
total charge: +1

Geometry (Å):
C (0.015, 1.292, 0.693)
C (1.279, 1.305, 0.010)
C (0.103, 1.396, 2.262)
O (-0.658, 2.407, 0.169)
H (-0.705, 0.571, 0.507)
H (1.362, 0.531, -0.752)
H (0.880, 2.068, 2.564)
H (-0.866, 1.490, 2.587)
H (0.146, 0.380, 2.677)
H (-1.113, 2.992, 0.835)
H (2.033, 1.052, 0.651)
H (1.587, 2.275, -0.384)
C (-1.064, -2.788, -1.559)
C (0.081, -1.733, -1.470)
H (-1.685, -2.457, -0.632)
H (-1.527, -2.812, -2.525)
H (-0.843, -3.866, -1.363)
H (0.009, -0.907, -2.181)
H (1.049, -2.138, -1.465)
H (-0.082, -1.057, -0.623)

natural (NBO) atomic charge list, values in e, 4 entries: 0.07, -0.66, -0.63, -0.23

=====

Of them, x) has the highest stability.

=====

w) Molecular formula: C5H7I
Method: DFT, wB97M-V/def2-TZVPD

## Properties
spin multiplicity: 1
SMILES: C#CC(=C)C.I
HOMO-LUMO gap: 9.63 eV
total charge: 0

Geometry (Å):
C (0.643, 1.880, -0.008)
C (0.045, 0.832, -0.053)
C (-0.673, -0.337, -0.117)
C (-0.027, -1.480, -0.390)
C (-2.094, -0.376, 0.224)
H (1.376, 2.643, -0.209)
H (-0.337, -2.507, -0.647)
H (1.085, -1.531, -0.530)
H (-2.407, -1.346, 0.153)
H (-2.261, 0.242, 1.207)
H (-2.738, 0.181, -0.543)
I (3.766, 0.254, 0.052)
H (3.622, 1.545, 0.861)

natural (NBO) atomic charge list, values in e, 4 entries: -0.28, 0.08, -0.16, -0.34

=====

x) Molecular formula: C5H7I
Method: DFT, wB97M-V/def2-TZVPD

## Properties
spin multiplicity: 1
SMILES: C=CC1(I)CC1
HOMO-LUMO gap: 9.38 eV
total charge: 0

Geometry (Å):
C (0.632, -0.092, 1.945)
C (0.930, -0.404, 0.696)
C (-0.119, -0.882, -0.241)
I (-0.432, -3.025, 0.187)
C (-0.012, -0.507, -1.728)
C (-1.199, -0.062, -0.813)
H (1.421, 0.317, 2.677)
H (-0.358, 0.071, 2.489)
H (1.999, -0.243, 0.443)
H (-0.351, -1.277, -2.350)
H (0.799, 0.191, -2.030)
H (-1.470, 0.877, -0.459)
H (-2.103, -0.548, -1.118)

natural (NBO) atomic charge list, values in e, 4 entries: -0.35, -0.26, -0.12, 0.05

=====

Of them, x) has the highest stability.